Density functional theory data (ωB97M-V/def2-TZVPD) for a structure of composition C32H33CrO4Si.

Last column: Löwdin spin population.
Cartesian coordinates (Å):
C (-2.62, -4.26, 0.75)  0.000
C (-1.69, -3.43, -0.13)  0.000
C (-0.82, -2.52, 0.74)  0.000
C (0.68, -2.30, 0.42)  0.000
C (1.31, -2.08, 1.80)  0.000
O (-1.27, -2.06, 1.78)  0.000
Si (-2.87, 0.18, 2.21)  0.000
C (-4.33, -0.85, 2.77)  0.000
C (-1.51, 0.67, 3.40)  0.001
C (-2.78, 0.81, 0.40)  0.000
H (-3.09, -5.05, 0.17)  0.000
H (-2.05, -4.75, 1.55)  0.000
H (-3.40, -3.65, 1.21)  0.000
H (-1.03, -4.07, -0.74)  0.000
H (-2.27, -2.80, -0.82)  0.000
H (1.08, -3.25, 0.00)  0.000
H (2.38, -2.24, 1.75)  0.000
H (1.05, -1.08, 2.18)  0.000
H (0.89, -2.79, 2.51)  0.000
H (-5.12, -0.07, 2.88)  0.000
H (-4.61, -1.62, 2.01)  0.000
H (-4.10, -1.33, 3.73)  0.000
H (-1.83, 1.66, 3.75)  0.000
H (-1.47, -0.06, 4.23)  0.000
H (-0.53, 0.73, 2.91)  0.000
H (-3.25, 1.82, 0.45)  0.000
H (-1.72, 0.89, 0.05)  0.000
H (-3.36, 0.13, -0.29)  0.000
O (0.90, 6.73, -2.04)  0.131
C (0.83, 5.86, -1.27)  0.150
Cr (0.58, 4.28, -0.20)  2.343
C (1.06, 3.26, -1.68)  0.009
O (1.23, 2.54, -2.64)  0.043
C (-1.11, 4.18, -1.03)  0.017
O (-2.07, 4.10, -1.72)  0.037
C (1.09, 5.36, 1.61)  0.073
C (2.21, 4.63, 1.19)  0.079
C (2.09, 3.27, 0.90)  0.009
C (0.85, 2.60, 1.09)  0.029
C (0.67, 1.21, 0.63)  0.007
C (0.62, 0.12, 0.09)  0.012
C (0.92, -1.21, -0.55)  0.001
C (0.01, -1.46, -1.77)  0.001
C (-0.88, -0.49, -2.22)  0.001
C (-1.80, -0.83, -3.23)  0.000
C (-1.71, -2.07, -3.86)  0.000
C (-0.72, -2.98, -3.49)  0.000
C (0.13, -2.68, -2.44)  0.000
C (2.42, -1.18, -0.94)  0.000
C (3.34, -0.76, 0.02)  0.000
C (4.72, -0.96, -0.16)  0.000
C (5.19, -1.50, -1.36)  0.000
C (4.28, -1.76, -2.39)  0.000
C (2.91, -1.55, -2.20)  0.000
C (-0.26, 3.35, 1.50)  0.027
C (-0.14, 4.71, 1.80)  0.015
H (1.17, 6.43, 1.78)  0.003
H (3.17, 5.11, 1.06)  0.005
H (2.93, 2.69, 0.51)  0.000
H (-0.86, 0.52, -1.79)  0.001
H (-2.57, -0.10, -3.50)  0.000
H (-2.43, -2.32, -4.64)  0.000
H (-0.61, -3.93, -4.00)  0.000
H (0.90, -3.40, -2.13)  0.000
H (2.99, -0.28, 0.94)  0.000
H (5.40, -0.69, 0.65)  0.000
H (6.25, -1.69, -1.49)  0.000
H (4.64, -2.14, -3.35)  0.000
H (2.24, -1.68, -3.05)  0.000
H (-1.22, 2.83, 1.58)  0.003
H (-1.02, 5.26, 2.13)  0.001

E_HOMO (alpha / beta) = -12.728 / -13.703 eV
Spin multiplicity = 4
Energy = -2873.3744 a.u.
<S²> = 3.812
Orbital gap (alpha / beta) = 6.34 / 5.54 eV
Energy above the lowest of the compared OMol25 structures with the same formula, charge and spin = 15.4 kcal per mole
Charge = +2